Entry 1:
ORCA calculation (the ωB97M-V functional and the def2-TZVPD basis) on one molecule with the formula C5H6O2.

Geometry (Å):
C (-2.204, -0.039, 0.205)
C (1.787, -0.857, 0.202)
C (-1.177, 0.859, 0.129)
C (0.070, 0.476, -0.531)
C (1.318, 1.273, -0.260)
O (0.561, -0.993, -0.464)
O (2.265, 0.518, 0.169)
H (-2.137, -1.017, -0.273)
H (-3.215, 0.142, 0.501)
H (1.614, -1.092, 1.248)
H (2.529, -1.641, -0.149)
H (-1.240, 1.833, 0.748)
H (-0.170, 0.539, -1.525)

Values from the calculation:
Kohn-Sham gap (eV): 9.62
Spin multiplicity: 1
Highest occupied orbital energy (eV): -8.96

Entry 2:
ORCA calculation (the ωB97M-V functional and the def2-TZVPD basis) on a 2-piece molecular cluster, C5H6O2 overall.

Geometry (Å):
C (-1.353, -0.741, -0.063)
C (-0.573, 0.421, 0.530)
O (1.794, -1.984, 0.582)
C (2.433, -1.288, -0.099)
O (3.079, -0.595, -0.781)
C (0.391, 1.240, -0.288)
C (-0.725, 1.821, 0.010)
H (-1.374, -0.678, -1.157)
H (-2.392, -0.749, 0.293)
H (-0.900, -1.699, 0.219)
H (-0.360, 0.290, 1.598)
H (1.349, 1.276, -0.784)
H (-1.369, 2.686, -0.060)

Values from the calculation:
Kohn-Sham gap (eV): 10.20
Spin multiplicity: 1
Highest occupied orbital energy (eV): -9.54
Structure (SMILES): CC1C=C1.O=C=O

Entry 3:
ORCA calculation (the ωB97M-V functional and the def2-TZVPD basis) on a 2-piece molecular cluster, C5H6O2 overall.

Geometry (Å):
O (-1.122, -1.989, -0.428)
C (-1.266, -0.658, -0.661)
C (-0.594, 0.322, -0.079)
C (0.355, 0.778, 0.947)
C (-0.403, 1.767, 0.066)
C (1.904, -1.887, -0.273)
O (2.846, -1.437, -0.718)
H (-2.029, -0.469, -1.410)
H (1.428, 0.692, 0.784)
H (0.071, 0.712, 1.995)
H (0.179, 2.298, -0.684)
H (-1.181, 2.371, 0.531)
H (-0.326, -2.113, 0.110)

Values from the calculation:
Kohn-Sham gap (eV): 9.62
Spin multiplicity: 1
Highest occupied orbital energy (eV): -8.69

Entry 4:
ORCA calculation (the ωB97M-V functional and the def2-TZVPD basis) on C5H6O2 as an isolated structure.

Geometry (Å):
C (-1.640, -0.692, 0.116)
C (-0.272, 0.735, 0.203)
C (1.170, 1.091, -0.233)
C (1.819, -0.042, -0.058)
C (-0.220, -0.736, -0.222)
H (-2.234, -1.318, -0.537)
H (-2.095, -0.689, 1.116)
H (-0.208, 1.074, 1.260)
H (1.777, 1.971, 0.134)
H (2.852, -0.344, -0.172)
H (-0.339, -0.521, -1.241)
O (-1.671, 0.739, -0.356)
O (1.060, -1.270, -0.009)

Values from the calculation:
Kohn-Sham gap (eV): 10.52
Spin multiplicity: 1
Highest occupied orbital energy (eV): -9.57

Entry 5:
ORCA calculation (the ωB97M-V functional and the def2-TZVPD basis) on C5H6O2 as an isolated structure.

Geometry (Å):
C (-1.681, -0.798, -0.099)
C (-0.266, -0.495, 0.234)
C (0.440, 1.506, -0.074)
C (0.732, 0.197, -0.580)
C (1.909, -0.486, 0.321)
O (2.931, -0.389, 0.851)
O (0.342, -0.905, 1.268)
H (-2.303, -0.784, 0.799)
H (-1.712, -1.806, -0.529)
H (-2.066, -0.082, -0.827)
H (0.482, 1.677, 0.994)
H (0.376, 2.359, -0.741)
H (0.821, 0.076, -1.662)

Values from the calculation:
Kohn-Sham gap (alpha / beta) (eV): 7.87 / 7.87
Spin multiplicity: 1
Highest occupied orbital energy (alpha / beta) (eV): -7.47 / -7.48

Entry 6:
ORCA calculation (the ωB97M-V functional and the def2-TZVPD basis) on one molecule with the formula C5H6O2.

Geometry (Å):
C (-1.638, -1.004, 0.293)
C (-0.341, -0.368, 0.588)
O (1.606, -1.122, -0.799)
C (2.107, -0.047, -0.575)
O (1.513, 0.990, 0.042)
C (0.082, 0.850, 0.118)
C (-0.845, 1.834, -0.167)
H (-2.222, -0.402, -0.401)
H (-2.202, -1.198, 1.210)
H (-1.401, -1.980, -0.151)
H (0.344, -0.935, 1.216)
H (3.129, 0.212, -0.867)
H (-0.374, 2.831, -0.228)

Values from the calculation:
Kohn-Sham gap (eV): 7.78
Spin multiplicity: 1
Highest occupied orbital energy (eV): -8.58

Entry 7:
ORCA calculation (the ωB97M-V functional and the def2-TZVPD basis) on one molecule with the formula C5H6O2.

Geometry (Å):
O (0.328, -1.118, -2.076)
C (-0.450, -1.574, -1.257)
C (-0.098, -1.785, 0.134)
C (0.067, -0.956, 1.014)
C (0.135, 0.418, 1.489)
C (-0.013, 1.153, 0.104)
O (1.156, 1.076, -0.648)
H (1.125, 0.266, -1.201)
H (-1.512, -1.706, -1.519)
H (-0.852, 0.668, -0.419)
H (1.089, 0.688, 1.949)
H (-0.685, 0.671, 2.171)
H (-0.290, 2.199, 0.260)

Values from the calculation:
Kohn-Sham gap (eV): 10.15
Spin multiplicity: 1
Highest occupied orbital energy (eV): -10.21
Structure (SMILES): O=CC#CCCO

Entry 8:
ORCA calculation (the ωB97M-V functional and the def2-TZVPD basis) on one molecule with the formula C5H6O2.

Geometry (Å):
O (-1.082, -1.465, -2.263)
C (-0.448, -0.927, -1.401)
C (-0.295, 1.171, 1.464)
C (0.047, 0.290, 0.534)
C (1.164, 0.431, -0.470)
O (0.650, -0.171, -1.667)
C (-0.683, -0.947, 0.104)
H (-1.155, 1.011, 2.107)
H (0.267, 2.091, 1.604)
H (1.428, 1.468, -0.689)
H (2.067, -0.115, -0.167)
H (-0.212, -1.859, 0.499)
H (-1.746, -0.976, 0.345)

Values from the calculation:
Kohn-Sham gap (eV): 10.78
Spin multiplicity: 1
Highest occupied orbital energy (eV): -10.04
Structure (SMILES): C=C1COC(=O)C1

Entry 9:
ORCA calculation (the ωB97M-V functional and the def2-TZVPD basis) on one molecule with the formula C5H6O2.

Geometry (Å):
C (-1.033, -0.722, 0.360)
C (0.248, 0.166, 0.315)
O (1.059, 0.026, -0.874)
C (2.020, -0.913, -0.840)
O (2.259, -1.647, 0.079)
C (-0.541, 1.373, 0.243)
C (-1.486, 2.120, 0.182)
H (-1.075, -1.351, -0.524)
H (-1.885, -0.004, 0.299)
H (-1.089, -1.270, 1.295)
H (0.911, 0.096, 1.190)
H (2.563, -0.902, -1.801)
H (-1.921, 3.069, 0.092)

Values from the calculation:
Kohn-Sham gap (eV): 10.77
Spin multiplicity: 1
Highest occupied orbital energy (eV): -9.82
Structure (SMILES): C#C[C@@H](C)OC=O

Entry 10:
ORCA calculation (the ωB97M-V functional and the def2-TZVPD basis) on one molecule with the formula C5H6O2.

Geometry (Å):
C (-1.256, 0.980, 0.080)
C (-0.655, -0.396, 0.383)
O (-1.599, -1.413, 0.194)
C (0.539, -0.645, -0.531)
O (0.421, -1.339, -1.522)
C (1.807, -0.038, -0.158)
C (2.866, 0.396, 0.220)
H (-2.111, 1.144, 0.743)
H (-1.614, 1.004, -0.955)
H (-0.532, 1.788, 0.229)
H (-0.304, -0.422, 1.424)
H (-1.376, -1.829, -0.656)
H (3.813, 0.768, 0.550)

Values from the calculation:
Kohn-Sham gap (eV): 10.46
Spin multiplicity: 1
Highest occupied orbital energy (eV): -10.52
Structure (SMILES): C#CC(=O)[C@@H](C)O

Entry 11:
ORCA calculation (the ωB97M-V functional and the def2-TZVPD basis) on one molecule with the formula C5H6O2.

Geometry (Å):
C (-1.553, 0.421, 0.399)
C (-2.727, -0.549, 0.806)
C (-0.100, -1.178, -0.759)
C (-0.416, 0.091, -0.452)
C (0.505, 1.198, -0.804)
O (-1.741, 1.618, 0.695)
O (-2.817, -1.755, 0.599)
H (-3.408, 0.018, 1.458)
H (-0.719, -2.030, -0.566)
H (0.986, -1.345, -1.036)
H (1.628, 0.931, -0.882)
H (0.150, 1.927, -0.072)
H (0.134, 1.410, -1.842)

Values from the calculation:
Kohn-Sham gap (eV): 8.92
Spin multiplicity: 1
Highest occupied orbital energy (eV): -9.91
Structure (SMILES): C=C(C)C(=O)C=O

Entry 12:
ORCA calculation (the ωB97M-V functional and the def2-TZVPD basis) on one molecule with the formula C5H6O2.

Geometry (Å):
O (-0.726, 2.089, -1.450)
C (-1.521, 1.496, -0.447)
C (-0.945, 0.216, 0.185)
C (-0.161, -0.780, -0.102)
C (0.613, -1.818, 0.154)
C (1.895, -1.598, 0.845)
O (2.701, -2.470, 1.077)
H (-0.599, 1.463, -2.172)
H (-2.546, 1.326, -0.823)
H (-1.616, 2.265, 0.326)
H (0.281, -2.827, -0.056)
H (-0.819, -0.136, 1.237)
H (2.057, -0.553, 1.197)

Values from the calculation:
Kohn-Sham gap (eV): 9.70
Spin multiplicity: 1
Highest occupied orbital energy (eV): -9.68
Structure (SMILES): O=CC=C=CCO

Entry 13:
ORCA calculation (the ωB97M-V functional and the def2-TZVPD basis) on one molecule with the formula C5H6O2.

Geometry (Å):
O (-0.098, -0.381, 2.284)
C (-0.733, 0.026, 1.100)
C (0.285, 0.215, -0.042)
C (1.002, -1.088, -0.371)
O (0.972, -2.063, 0.345)
C (-0.235, 0.867, -1.248)
C (-0.559, 1.503, -2.217)
H (0.252, -1.268, 2.107)
H (-1.510, -0.685, 0.784)
H (-1.219, 0.983, 1.310)
H (1.074, 0.891, 0.321)
H (1.594, -1.091, -1.307)
H (-0.825, 2.092, -3.067)

Values from the calculation:
Kohn-Sham gap (eV): 10.75
Spin multiplicity: 1
Highest occupied orbital energy (eV): -10.08
Structure (SMILES): C#C[C@H](C=O)CO

Entry 14:
ORCA calculation (the ωB97M-V functional and the def2-TZVPD basis) on one molecule with the formula C5H6O2.

Geometry (Å):
C (2.046, -0.087, 0.449)
C (1.117, -0.444, -0.529)
C (-0.123, 0.000, -0.172)
C (-0.309, 1.129, 0.779)
C (-1.325, -0.682, -0.745)
O (2.906, -0.308, 1.183)
O (1.636, -1.281, -1.306)
H (-0.889, 1.923, 0.303)
H (0.651, 1.548, 1.084)
H (-0.858, 0.815, 1.670)
H (-1.309, -0.596, -1.833)
H (-2.251, -0.267, -0.360)
H (-1.292, -1.750, -0.524)

Values from the calculation:
Kohn-Sham gap (alpha / beta) (eV): 7.78 / 7.78
Spin multiplicity: 1
Highest occupied orbital energy (alpha / beta) (eV): -8.19 / -8.19

Entry 15:
ORCA calculation (the ωB97M-V functional and the def2-TZVPD basis) on C5H6O2 as an isolated structure.

Geometry (Å):
O (-2.258, -1.535, 1.256)
C (-0.338, 0.027, -0.391)
C (0.986, -0.315, -1.159)
O (1.238, 0.992, -1.647)
C (0.345, 1.419, -0.633)
C (0.771, 0.886, 0.664)
C (1.233, -0.365, 0.285)
H (-3.153, -1.298, 0.986)
H (-1.691, -1.013, 0.651)
H (1.152, -1.153, -1.827)
H (-0.149, 2.376, -0.756)
H (0.481, 1.212, 1.655)
H (1.383, -1.233, 0.915)

Values from the calculation:
Kohn-Sham gap (eV): 9.93
Spin multiplicity: 1
Highest occupied orbital energy (eV): -9.04

Entry 16:
ORCA calculation (the ωB97M-V functional and the def2-TZVPD basis) on one molecule with the formula C5H6O2.

Geometry (Å):
C (0.458, -0.810, -1.546)
C (0.516, 0.286, -0.493)
O (-0.823, 0.875, -0.328)
C (-1.090, 0.714, 0.952)
O (-2.209, 1.114, 1.448)
C (-0.136, 0.073, 1.810)
C (0.851, -0.178, 0.910)
H (0.140, -0.411, -2.515)
H (1.457, -1.244, -1.660)
H (-0.232, -1.602, -1.236)
H (1.156, 1.113, -0.829)
H (-1.897, 0.740, 2.397)
H (1.807, -0.670, 1.089)

Values from the calculation:
Kohn-Sham gap (eV): 8.89
Spin multiplicity: 1
Highest occupied orbital energy (eV): -8.49
Structure (SMILES): C[C@@H]1C=C=C(O)O1

Entry 17:
ORCA calculation (the ωB97M-V functional and the def2-TZVPD basis) on a 2-piece molecular cluster, C5H6O2 overall.

Geometry (Å):
C (2.452, 0.882, 0.498)
C (3.376, 0.181, -0.076)
C (0.602, 1.187, -0.509)
C (-1.799, 0.678, 0.108)
C (-2.336, -0.699, -0.026)
O (-2.383, 1.681, 0.353)
O (-0.354, 0.521, -0.003)
H (3.197, -0.631, -0.899)
H (4.406, 0.189, 0.215)
H (0.573, 2.191, -1.029)
H (-1.840, -1.266, -0.755)
H (-3.431, -0.888, -0.243)
H (-2.242, -1.179, 0.963)

Values from the calculation:
Kohn-Sham gap (alpha / beta) (eV): 7.94 / 9.18
Spin multiplicity: 3
Highest occupied orbital energy (alpha / beta) (eV): -7.17 / -10.18

Entry 18:
ORCA calculation (the ωB97M-V functional and the def2-TZVPD basis) on one molecule with the formula C5H6O2S.

Geometry (Å):
C (1.756, 1.302, 0.091)
C (1.764, -0.184, -0.173)
C (-0.603, -0.144, -0.583)
C (-1.726, -1.056, -0.240)
C (-1.267, -0.012, 0.755)
H (2.554, 1.640, 0.824)
H (-0.722, 0.602, -1.334)
H (-1.426, -2.086, -0.044)
H (-2.656, -0.912, -0.748)
H (-0.695, -0.358, 1.623)
H (-1.864, 0.879, 0.916)
O (1.030, 2.085, -0.463)
O (0.673, -0.791, -0.614)
S (3.182, -0.966, -0.010)

Values from the calculation:
Kohn-Sham gap (eV): 8.40
Spin multiplicity: 1
Highest occupied orbital energy (eV): -9.32
Structure (SMILES): O=CC(=S)OC1CC1

Entry 19:
ORCA calculation (the ωB97M-V functional and the def2-TZVPD basis) on one molecule with the formula C5H6O2S.

Geometry (Å):
C (-1.875, 1.585, 0.132)
C (-1.256, 0.242, 0.014)
C (0.251, 0.419, 0.024)
C (2.267, -0.778, 0.246)
C (3.196, 0.007, -0.226)
H (-1.471, 2.175, -0.643)
H (-1.642, 1.924, 1.146)
H (-2.943, 1.551, -0.059)
H (2.612, -1.757, 0.612)
H (3.051, 0.946, -0.758)
H (4.202, -0.379, -0.056)
O (0.835, 1.474, -0.055)
O (0.858, -0.759, 0.115)
S (-2.053, -1.189, -0.117)

Values from the calculation:
Kohn-Sham gap (eV): 7.88
Spin multiplicity: 1
Highest occupied orbital energy (eV): -9.04
Structure (SMILES): C=COC(=O)C(C)=S

Entry 20:
ORCA calculation (the ωB97M-V functional and the def2-TZVPD basis) on C5H6O2S as an isolated structure.

Geometry (Å):
C (0.801, 1.022, -0.053)
C (0.522, -0.141, 0.976)
C (0.651, -0.230, -0.998)
C (-0.817, -0.799, -0.736)
C (-0.874, -0.718, 0.747)
H (-0.917, 1.859, -0.118)
H (1.828, 1.254, -0.056)
H (0.836, -0.076, 2.004)
H (1.124, -0.360, -1.946)
H (-1.180, -1.664, -1.301)
H (-1.149, -1.557, 1.413)
O (0.012, 2.133, 0.002)
O (1.379, -0.931, 0.095)
S (-2.215, 0.209, -0.028)

Values from the calculation:
Kohn-Sham gap (eV): 9.96
Spin multiplicity: 1
Highest occupied orbital energy (eV): -9.22

E readings, ordered: -344.4333 -344.5375 -344.5193 -344.4150 -344.4567 -344.4460 -344.4801 -344.5898 -344.4907 -344.5225 -344.5251 -344.4790 -344.5142 -344.5096 -344.4157 -344.4948 -344.3090 -742.7137 -742.7318 -742.6901 Eh
Strongest force on any atom readings, ordered: 0.08201 0.01625 0.02922 0.07381 0.03081 0.01077 0.01316 0.01016 0.03582 0.01151 0.05933 0.04853 0.01191 0.08468 0.00984 0.04341 0.08986 0.02210 0.04354 0.05519 Eh/bohr